C25H33Cl5MgN7O6PS2 as an isolated structure. Source: OMol25; level of theory: wB97M-V/def2-TZVPD.

Values from the calculation:
- LUMO: 0.2 eV
- Frontier orbital gap: 8.38 eV

Geometry (Å):
Cl 1.47 5.97 2.45
Cl -0.04 3.24 2.59
Cl 1.82 1.93 -2.28
Cl 3.16 6.68 -0.08
Cl 3.35 4.64 -2.43
S -2.21 2.69 -0.96
S 1.31 -2.48 -0.55
P 3.67 0.53 1.70
Mg -0.40 1.04 0.18
O 0.25 -0.20 1.88
O 3.45 1.63 2.70
O -1.42 1.89 -1.91
O -1.60 0.02 2.89
O 2.73 0.30 0.56
O -1.68 3.97 -0.59
N -0.54 -0.46 3.00
N -2.44 1.79 0.34
N 2.96 -4.31 0.43
N 4.71 2.31 0.22
N 2.63 -1.22 3.26
N -1.95 -0.43 -0.13
N 0.82 -4.34 1.27
C 1.72 -3.78 0.41
C -3.62 -2.09 -0.43
C 3.92 -1.04 2.57
C 0.93 2.70 0.15
C 4.03 -3.90 -0.46
C 1.55 4.86 1.13
C -3.82 2.98 -1.62
C 0.81 -5.77 1.61
C -4.61 -1.14 -0.25
C 4.03 -4.67 -1.77
C -5.55 2.51 -3.20
C 0.89 3.64 1.17
C 0.50 -6.66 0.41
C 1.67 3.07 -0.96
C 5.24 1.06 0.85
C -4.67 3.81 -0.91
C -2.30 -1.69 -0.36
C 2.29 5.19 0.00
C -2.91 0.50 0.05
C 2.36 4.29 -1.06
C -4.25 2.33 -2.77
C -6.43 3.34 -2.51
C -4.26 0.17 -0.01
C -5.97 3.99 -1.36
C -7.84 3.52 -2.99
H -7.86 3.95 -3.99
H -5.89 2.01 -4.10
H 3.10 -5.17 0.93
H 1.76 -6.04 2.06
H -8.40 4.19 -2.33
H 3.94 2.04 -0.41
H 1.25 -6.55 -0.37
H 2.54 -2.13 3.68
H 3.08 -4.52 -2.29
H -5.00 0.95 0.13
H 6.04 1.32 1.53
H 1.14 -0.59 2.11
H 2.54 -0.52 3.99
H 4.97 -4.03 0.07
H -8.37 2.57 -3.03
H 5.39 2.88 -0.27
H 3.89 -2.83 -0.66
H -1.48 -2.38 -0.51
H 0.06 -5.90 2.39
H -4.31 4.31 -0.02
H -6.64 4.63 -0.81
H 5.57 0.39 0.06
H -5.66 -1.42 -0.30
H 4.83 -4.32 -2.42
H 0.48 -7.71 0.71
H -3.56 1.69 -3.30
H 4.78 -1.03 3.24
H -3.86 -3.13 -0.62
H 4.18 -5.74 -1.60
H 4.25 2.85 0.97
H 4.03 -1.84 1.83
H -0.10 -3.94 1.14
H -0.47 -6.41 -0.02